{
  "formula": "C27H37IN3OPRuSSi2Te",
  "method": "ωB97M-V/def2-TZVPD",
  "species": ["Ru", "C", "Si", "C", "C", "C", "C", "C", "C", "C", "Si", "C", "C", "H", "H", "H", "H", "H", "H", "H", "H", "H", "H", "H", "H", "H", "H", "H", "H", "Te", "C", "C", "C", "C", "S", "H", "H", "H", "I", "C", "P", "C", "C", "C", "C", "C", "C", "C", "H", "H", "H", "H", "H", "H", "H", "H", "H", "H", "H", "C", "N", "C", "C", "C", "N", "C", "O", "N", "H", "H", "H", "H", "H", "H", "H"],
  "coordinates": [[-0.729, 0.085, 0.654], [1.116, 1.808, -1.855], [0.537, 1.990, -0.070], [2.020, 2.415, 1.016], [-0.566, 3.534, -0.098], [-0.091, 4.848, -0.112], [-0.965, 5.919, -0.228], [-2.332, 5.686, -0.348], [-2.811, 4.384, -0.338], [-1.941, 3.299, -0.205], [-2.441, 1.467, -0.108], [-3.995, 1.567, 0.996], [-3.023, 1.016, -1.872], [1.361, 2.811, -2.219], [0.338, 1.387, -2.493], [2.005, 1.177, -1.928], [2.754, 2.983, 0.436], [2.531, 1.528, 1.391], [1.678, 3.015, 1.862], [0.975, 5.040, -0.025], [-0.587, 6.935, -0.223], [-3.018, 6.520, -0.442], [-3.881, 4.218, -0.427], [-4.756, 2.199, 0.525], [-3.702, 2.038, 1.936], [-4.472, 0.616, 1.239], [-4.070, 1.297, -2.029], [-2.916, -0.044, -2.113], [-2.417, 1.570, -2.593], [4.409, -0.641, -0.388], [6.499, -0.408, -0.372], [7.455, -1.105, 0.319], [8.784, -0.652, 0.082], [8.837, 0.391, -0.792], [7.257, 0.813, -1.317], [7.203, -1.922, 0.981], [9.661, -1.085, 0.545], [9.709, 0.921, -1.141], [-0.818, 1.074, 3.030], [-3.967, -1.941, 0.064], [-2.200, -1.943, 0.555], [-1.643, -3.357, -0.469], [-2.324, -2.678, 2.221], [-1.752, -3.899, 2.567], [-1.843, -4.378, 3.867], [-2.509, -3.643, 4.835], [-3.076, -2.420, 4.501], [-2.978, -1.937, 3.207], [-4.520, -1.217, 0.657], [-4.401, -2.932, 0.207], [-4.051, -1.650, -0.983], [-2.364, -4.174, -0.413], [-0.668, -3.728, -0.155], [-1.564, -3.013, -1.501], [-1.222, -4.486, 1.828], [-1.389, -5.328, 4.122], [-2.575, -4.013, 5.850], [-3.579, -1.828, 5.255], [-3.385, -0.962, 2.967], [1.760, -2.827, -2.426], [1.662, -2.736, -0.975], [2.247, -3.635, -0.146], [2.187, -3.522, 1.199], [1.518, -2.373, 1.720], [0.911, -1.537, 0.906], [0.942, -1.704, -0.433], [0.269, -0.920, -1.129], [1.428, -2.133, 3.043], [2.594, -3.477, -2.673], [1.959, -1.833, -2.818], [0.830, -3.212, -2.847], [2.786, -4.434, -0.634], [2.676, -4.234, 1.844], [2.173, -2.467, 3.630], [1.031, -1.231, 3.292]],
  "lowdin_charge": [0.2744, -0.2105, 0.3980, -0.2614, -0.3160, -0.1012, -0.1101, -0.1125, -0.1058, -0.3113, 0.3367, -0.2472, -0.2170, 0.0287, 0.0134, -0.0162, 0.0262, -0.0267, 0.0036, 0.0974, 0.0899, 0.0886, 0.0895, 0.0144, -0.0059, -0.0203, 0.0178, -0.0096, 0.0170, 0.5468, -1.1300, -0.2984, -0.2434, -0.4754, 0.8524, 0.0769, 0.0837, 0.0429, 0.2990, -0.2475, 0.8775, -0.2509, -0.3710, -0.1024, -0.0948, -0.0961, -0.0832, -0.1409, 0.0147, 0.0478, 0.0353, 0.0508, 0.0236, 0.0470, 0.0879, 0.0976, 0.0971, 0.1041, 0.0722, -0.0113, -0.0661, -0.0895, -0.0156, -0.3920, 0.0977, -0.6076, -0.1009, 0.1861, 0.0911, 0.0897, 0.0924, 0.1336, 0.1112, 0.1114, 0.0224],
  "total_charge": -1,
  "gap_ev": [5.5, 5.3],
  "e_homo_ev": [-3.3, -3.3],
  "multiplicity": 2,
  "e_above_lowest_kcal_mol": 16.20
}

=====

{
  "formula": "C17H48F3O11S",
  "method": "ωB97M-V/def2-TZVPD",
  "species": ["C", "F", "F", "F", "S", "O", "O", "O", "C", "C", "O", "H", "H", "H", "H", "H", "H", "C", "C", "O", "H", "H", "H", "H", "H", "H", "C", "C", "O", "H", "H", "H", "H", "H", "H", "C", "C", "O", "H", "H", "H", "H", "H", "H", "C", "C", "O", "H", "H", "H", "H", "H", "H", "C", "C", "O", "H", "H", "H", "H", "H", "H", "C", "C", "O", "H", "H", "H", "H", "H", "H", "C", "C", "O", "H", "H", "H", "H", "H", "H"],
  "coordinates": [[-1.355, 1.365, 0.283], [-2.212, 0.444, 0.310], [-1.615, 2.117, -0.812], [-1.448, 2.152, 1.371], [0.399, 0.496, 0.286], [1.391, 1.535, -0.015], [0.509, -0.009, 1.651], [0.362, -0.579, -0.714], [0.761, -2.207, 5.835], [1.133, -1.539, 4.511], [0.200, -0.517, 4.232], [1.417, -3.026, 6.131], [-0.242, -2.614, 5.702], [0.715, -1.482, 6.647], [1.133, -2.264, 3.697], [2.143, -1.130, 4.524], [0.278, -0.215, 3.324], [-1.618, -3.407, -1.901], [-0.409, -2.991, -2.725], [0.696, -2.930, -1.831], [-1.615, -4.421, -1.502], [-2.500, -3.339, -2.538], [-1.690, -2.748, -1.035], [-0.569, -2.031, -3.217], [-0.153, -3.659, -3.547], [0.656, -2.080, -1.386], [3.969, -1.234, -3.614], [2.617, -0.544, -3.698], [2.411, 0.363, -2.632], [4.193, -1.783, -4.529], [4.055, -1.934, -2.783], [4.763, -0.510, -3.432], [1.873, -1.341, -3.695], [2.419, 0.040, -4.596], [1.591, 0.044, -2.247], [-3.396, -0.068, -3.098], [-4.193, 1.229, -3.161], [-4.302, 1.602, -4.487], [-3.981, -0.910, -3.468], [-3.178, -0.260, -2.047], [-2.394, -0.034, -3.523], [-3.623, 1.986, -2.623], [-5.198, 1.150, -2.747], [-4.961, 2.292, -4.592], [-1.005, 5.271, -0.579], [0.293, 4.914, 0.167], [1.378, 5.457, -0.541], [-1.848, 4.894, -0.001], [-0.986, 4.896, -1.603], [-1.209, 6.338, -0.670], [0.344, 3.826, 0.128], [0.318, 5.205, 1.218], [1.234, 6.406, -0.547], [-4.933, -1.975, 0.624], [-5.475, -0.843, 1.402], [-6.348, -0.073, 0.528], [-5.716, -2.587, 0.176], [-4.307, -2.621, 1.239], [-4.370, -1.649, -0.250], [-4.624, -0.230, 1.696], [-6.009, -1.138, 2.306], [-6.541, 0.733, 1.012], [3.554, 1.724, 2.581], [3.447, 3.222, 2.338], [4.441, 3.496, 1.371], [3.456, 1.233, 1.613], [2.718, 1.340, 3.165], [4.463, 1.340, 3.045], [3.599, 3.726, 3.292], [2.435, 3.419, 1.984], [5.304, 3.528, 1.792], [3.682, -3.570, 0.522], [2.594, -2.492, 0.553], [2.810, -1.653, 1.664], [4.655, -3.082, 0.584], [3.648, -4.099, -0.431], [3.580, -4.250, 1.368], [1.581, -2.887, 0.626], [2.607, -1.911, -0.369], [2.197, -0.914, 1.688]],
  "lowdin_charge": [-0.6574, 0.1929, 0.1277, 0.1362, 0.5945, -0.2766, -0.3359, -0.3332, -0.0718, -0.3311, -0.0585, 0.0725, 0.0754, 0.0777, 0.1028, 0.1041, 0.0086, -0.0752, -0.2903, -0.1073, 0.0738, 0.0719, 0.0670, 0.1022, 0.1144, -0.0170, -0.0775, -0.3178, -0.0688, 0.0725, 0.0548, 0.0742, 0.0914, 0.1137, 0.0236, -0.0780, -0.3407, -0.0700, 0.0771, 0.0433, 0.0751, 0.0975, 0.1157, 0.0857, -0.0905, -0.3276, -0.0655, 0.0633, 0.0782, 0.0644, 0.0729, 0.1106, 0.0785, -0.1034, -0.3133, -0.0849, 0.0797, 0.0818, 0.0585, 0.0994, 0.1109, 0.0721, -0.1049, -0.2954, -0.0639, 0.0532, 0.0629, 0.0744, 0.1094, 0.1042, 0.0823, -0.0216, -0.1851, 0.2040, 0.0914, 0.0924, 0.0897, 0.1697, 0.1481, 0.0654],
  "gap_ev": [9.9, 3.5],
  "e_homo_ev": [-9.7, -9.7],
  "multiplicity": 2,
  "e_above_lowest_kcal_mol": 0.00
}

=====

{
  "formula": "C4H6N2O",
  "method": "ωB97M-V/def2-TZVPD",
  "species": ["C", "C", "C", "C", "O", "N", "N", "H", "H", "H", "H", "H", "H"],
  "coordinates": [[-2.036, -0.003, -0.101], [-0.539, 0.020, 0.115], [0.410, -0.375, -0.792], [1.664, -0.176, -0.175], [2.859, -0.334, -0.795], [1.588, 0.268, 1.077], [0.098, 0.419, 1.241], [-2.593, 0.543, 0.665], [-2.394, -1.039, -0.115], [-2.290, 0.446, -1.069], [0.269, -0.761, -1.779], [3.468, 0.220, -0.290], [-0.506, 0.772, 2.018]],
  "lowdin_charge": [-0.0245, -0.3432, -0.0038, -0.4475, 0.0650, 0.1107, 0.0292, 0.0716, 0.0836, 0.0831, 0.1053, 0.1084, 0.1621],
  "smiles": "Cc1cc(O)n[nH]1",
  "gap_ev": 9.8,
  "e_homo_ev": -8.9,
  "multiplicity": 1,
  "e_above_lowest_kcal_mol": 34.12
}

=====

{
  "formula": "C28H72AsBr2N3O5PbSSbSi6",
  "method": "ωB97M-V/def2-TZVPD",
  "species": ["Pb", "Br", "C", "Br", "H", "H", "C", "C", "S", "O", "O", "C", "C", "N", "C", "N", "C", "C", "N", "O", "O", "C", "H", "H", "H", "H", "H", "H", "H", "H", "H", "H", "H", "H", "H", "C", "Si", "C", "C", "As", "Si", "C", "C", "C", "Si", "C", "C", "C", "H", "H", "H", "H", "H", "H", "H", "H", "H", "H", "H", "H", "H", "H", "H", "H", "H", "H", "H", "H", "H", "H", "H", "H", "H", "H", "H", "C", "O", "H", "H", "H", "C", "Si", "C", "C", "Sb", "Si", "C", "C", "C", "Si", "C", "C", "C", "H", "H", "H", "H", "H", "H", "H", "H", "H", "H", "H", "H", "H", "H", "H", "H", "H", "H", "H", "H", "H", "H", "H", "H", "H", "H", "H"],
  "coordinates": [[0.546, -0.936, -1.068], [4.653, -1.636, -0.358], [4.696, -3.479, -0.929], [2.908, -4.196, -1.066], [5.240, -4.062, -0.191], [5.165, -3.531, -1.909], [0.424, 5.285, 5.031], [0.709, 3.917, 4.450], [0.698, 2.777, 5.880], [-0.665, 2.620, 6.302], [1.671, 3.220, 6.829], [1.254, 1.160, 5.205], [0.057, 0.412, 4.632], [0.394, -0.342, 3.443], [0.026, -0.045, 2.182], [0.561, -0.906, 1.320], [1.297, -1.783, 2.037], [1.207, -1.453, 3.368], [1.776, -2.141, 4.464], [1.559, -1.725, 5.584], [2.442, -3.118, 4.187], [-0.868, 1.066, 1.816], [0.377, 6.052, 4.261], [1.205, 5.539, 5.743], [-0.522, 5.253, 5.566], [1.683, 3.864, 3.973], [-0.078, 3.598, 3.774], [1.717, 0.626, 6.030], [2.002, 1.389, 4.452], [-0.731, 1.123, 4.381], [-0.335, -0.277, 5.382], [1.838, -2.591, 1.589], [-1.794, 1.007, 2.383], [-1.088, 1.001, 0.751], [-0.398, 2.027, 2.019], [-1.373, 3.869, -0.227], [0.086, 3.985, -1.465], [0.908, 5.699, -1.200], [-0.616, 4.022, -3.246], [1.591, 2.075, -1.224], [3.277, 2.792, 0.342], [2.939, 1.736, 1.912], [3.302, 4.598, 0.990], [5.075, 2.392, -0.151], [2.781, 2.154, -3.312], [3.404, 3.927, -3.682], [1.648, 1.462, -4.697], [4.282, 0.964, -3.386], [-2.128, 4.619, -0.446], [-1.049, 4.029, 0.797], [-1.847, 2.896, -0.282], [0.311, 6.473, -1.673], [1.903, 5.747, -1.631], [0.986, 5.951, -0.148], [-1.473, 4.685, -3.308], [-0.945, 3.040, -3.567], [0.124, 4.374, -3.958], [1.929, 1.909, 2.272], [3.634, 1.995, 2.704], [3.051, 0.675, 1.699], [2.404, 4.848, 1.547], [3.415, 5.324, 0.193], [4.149, 4.722, 1.659], [5.174, 1.362, -0.479], [5.741, 2.528, 0.696], [5.433, 3.037, -0.947], [2.584, 4.605, -3.901], [4.086, 3.950, -4.528], [3.938, 4.324, -2.822], [0.776, 2.080, -4.881], [1.290, 0.469, -4.431], [2.180, 1.369, -5.639], [4.965, 1.096, -2.558], [4.848, 1.134, -4.297], [3.962, -0.075, -3.392], [-1.892, 0.632, -2.364], [-1.195, 0.523, -1.166], [-2.525, 1.523, -2.316], [-2.533, -0.243, -2.535], [-1.229, 0.740, -3.235], [-0.488, -6.206, -1.131], [-1.623, -5.237, 0.056], [-0.854, -5.036, 1.793], [-3.253, -6.214, 0.225], [-1.889, -2.830, -0.973], [-2.683, -3.533, -3.395], [-3.811, -5.071, -3.353], [-1.082, -3.922, -4.369], [-3.647, -2.119, -4.246], [-3.988, -1.954, 0.379], [-5.467, -3.168, 0.368], [-3.297, -1.794, 2.157], [-4.549, -0.253, -0.268], [-0.353, -7.231, -0.799], [0.495, -5.749, -1.215], [-0.923, -6.242, -2.125], [-0.669, -6.001, 2.254], [-1.519, -4.485, 2.453], [0.093, -4.504, 1.757], [-3.053, -7.212, 0.606], [-3.757, -6.330, -0.728], [-3.948, -5.738, 0.909], [-3.273, -5.957, -3.034], [-4.216, -5.274, -4.340], [-4.652, -4.929, -2.682], [-0.479, -4.669, -3.861], [-0.468, -3.034, -4.493], [-1.309, -4.304, -5.361], [-4.462, -1.770, -3.619], [-4.077, -2.452, -5.186], [-3.008, -1.269, -4.466], [-5.366, -3.929, 1.134], [-5.578, -3.672, -0.585], [-6.396, -2.642, 0.565], [-3.308, -2.750, 2.672], [-3.876, -1.098, 2.756], [-2.270, -1.444, 2.133], [-4.973, -0.328, -1.265], [-3.709, 0.432, -0.318], [-5.308, 0.190, 0.370]],
  "lowdin_charge": [0.8877, 0.5892, -1.0220, 0.5776, 0.0095, 0.0095, -0.1173, -0.2863, 0.6573, -0.3027, -0.2896, -0.1756, -0.1341, 0.0674, -0.3386, -0.0457, -0.0563, -0.1183, -0.3253, 0.1035, 0.1162, 0.0063, 0.0823, 0.0807, 0.0834, 0.0853, 0.0832, 0.1022, 0.0795, 0.1115, 0.1415, 0.0957, 0.1024, 0.0402, 0.0712, -0.2002, 0.3853, -0.2084, -0.2056, 0.7375, 0.3368, -0.2284, -0.2033, -0.2099, 0.3268, -0.2045, -0.2095, -0.2092, 0.0368, 0.0107, -0.0041, 0.0344, 0.0072, 0.0123, 0.0367, -0.0050, 0.0179, -0.0105, 0.0407, 0.0100, 0.0103, 0.0127, 0.0356, -0.0288, 0.0376, 0.0268, 0.0114, 0.0312, 0.0146, 0.0034, 0.0108, 0.0336, -0.0145, 0.0363, 0.0138, -0.3053, -0.6734, 0.0826, 0.0190, 0.0629, -0.2171, 0.3735, -0.2109, -0.1977, 0.7869, 0.3879, -0.2142, -0.2165, -0.2175, 0.4152, -0.2041, -0.2129, -0.2062, 0.0371, -0.0365, 0.0052, 0.0352, 0.0125, 0.0020, 0.0366, 0.0080, 0.0090, 0.0109, 0.0341, 0.0139, 0.0074, 0.0184, 0.0333, 0.0191, 0.0330, 0.0125, 0.0132, 0.0114, 0.0313, 0.0191, 0.0336, -0.0125, 0.0239, 0.0001, 0.0355],
  "total_charge": 1,
  "gap_ev": 7.2,
  "e_homo_ev": -10.3,
  "multiplicity": 1
}